1.
The following is a DFT calculation (ωB97M-V/def2-TZVPD) of a 13-piece molecular cluster, C31H94N20O13 overall in a non-equilibrium geometry.

Bonds (Å) are listed after each position.
Atoms and positions in Å:
1 C 0.19 0.68 5.66  O2 1.239, N3 1.291, N4 1.296
2 O -0.16 -0.01 4.70  C1 1.239
3 N -0.40 1.75 6.08  C1 1.291, H5 1.010, H6 1.010
4 N 1.24 0.48 6.40  C1 1.296, H7 1.010, H8 1.010
5 H -1.07 2.20 5.48  N3 1.010
6 H 0.12 2.37 6.68  N3 1.010
7 H 1.32 0.91 7.31  N4 1.010
8 H 1.63 -0.43 6.18  N4 1.010
9 C -0.02 2.78 -3.25  O10 1.205, N11 1.285, N12 1.274
10 O -0.34 2.26 -2.21  C9 1.205
11 N 0.15 2.18 -4.37  C9 1.285, H13 1.010, H14 1.010
12 N 0.22 4.03 -3.38  C9 1.274, H15 1.010, H16 1.010
13 H 0.13 1.17 -4.29  N11 1.010
14 H 0.72 2.62 -5.08  N11 1.010
15 H 0.18 4.41 -2.45  N12 1.010
16 H 0.75 4.43 -4.14  N12 1.010
17 C 3.97 -1.03 0.20  O18 1.224, N19 1.262, N20 1.273
18 O 2.82 -0.66 0.35  C17 1.224
19 N 4.50 -1.40 -0.89  C17 1.262, H21 1.010, H22 1.010
20 N 4.80 -1.19 1.16  C17 1.273, H23 1.010, H24 1.010
21 H 3.99 -0.95 -1.64  N19 1.010
22 H 5.51 -1.48 -0.91  N19 1.010
23 H 4.55 -0.84 2.07  N20 1.010
24 H 5.77 -1.39 0.93  N20 1.010
25 C -0.83 -1.94 -5.02  O26 1.226, N27 1.344, N28 1.333
26 O 0.00 -2.85 -5.08  C25 1.226
27 N -1.10 -1.26 -3.90  C25 1.344, H29 1.010, H30 1.010
28 N -1.40 -1.45 -6.12  C25 1.333, H31 1.010, H32 1.010
29 H -0.52 -1.46 -3.09  N27 1.010
30 H -1.86 -0.60 -3.76  N27 1.010
31 H -2.17 -0.81 -6.00  N28 1.010
32 H -1.30 -2.22 -6.77  N28 1.010
33 C -3.40 -1.41 3.93  O34 1.225, N35 1.280, N36 1.306
34 O -4.28 -2.20 3.61  C33 1.225
35 N -3.49 -0.18 3.59  C33 1.280, H37 1.010, H38 1.010
36 N -2.21 -1.74 4.36  C33 1.306, H39 1.010, H40 1.010
37 H -4.36 0.19 3.23  N35 1.010
38 H -2.64 0.29 3.29  N35 1.010
39 H -1.97 -2.70 4.57  N36 1.010
40 H -1.44 -1.10 4.27  N36 1.010
41 C -0.52 0.07 0.78  O42 1.174, N43 1.249, N44 1.307
42 O -1.67 0.12 1.01  C41 1.174
43 N 0.08 0.23 -0.30  C41 1.249, H45 1.010, H46 1.010
44 N 0.35 -0.25 1.70  C41 1.307, H47 1.010, H48 1.010
45 H -0.44 0.63 -1.07  N43 1.010
46 H 0.92 -0.32 -0.41  N43 1.010
47 H -0.10 -0.18 2.61  N44 1.010
48 H 1.32 0.00 1.57  N44 1.010
49 C 1.24 -3.01 -1.75  O50 1.232, N51 1.263, N52 1.272
50 O 0.94 -2.01 -2.40  C49 1.232
51 N 1.46 -4.08 -2.38  C49 1.263, H53 1.010, H54 1.010
52 N 1.49 -3.12 -0.50  C49 1.272, H55 1.010, H56 1.010
53 H 1.24 -4.00 -3.36  N51 1.010
54 H 1.57 -5.01 -2.01  N51 1.010
55 H 1.76 -4.02 -0.13  N52 1.010
56 H 1.47 -2.30 0.08  N52 1.010
57 C 4.60 1.64 -4.07  C58 1.474, H63 1.090, H64 1.090, H65 1.090
58 C 3.39 0.82 -3.90  C57 1.474, C59 1.583, N62 1.427, H66 1.090
59 C 3.62 -0.67 -4.40  C58 1.583, O60 1.454, H67 1.090, H68 1.090
60 O 4.23 -0.66 -5.72  C59 1.454, C61 1.450
61 C 3.26 -0.76 -6.79  O60 1.450, H69 1.090, H70 1.090, H71 1.090
62 N 3.04 0.80 -2.52  C58 1.427, H72 1.010, H73 1.010
63 H 4.34 2.66 -4.34  C57 1.090
64 H 5.39 1.13 -4.62  C57 1.090
65 H 5.09 1.77 -3.10  C57 1.090
66 H 2.47 1.24 -4.31  C58 1.090
67 H 2.85 -1.42 -4.23  C59 1.090
68 H 4.35 -1.06 -3.69  C59 1.090
69 H 2.54 -1.58 -6.78  C61 1.090
70 H 3.65 -0.72 -7.80  C61 1.090
71 H 2.65 0.14 -6.84  C61 1.090
72 H 2.07 0.52 -2.50  N62 1.010
73 H 3.20 1.65 -1.98  N62 1.010
74 C -5.42 0.59 -3.59  C75 1.501, H80 1.090, H81 1.090, H82 1.090
75 C -4.15 1.36 -3.82  C74 1.501, C76 1.570, N79 1.434, H83 1.090
76 C -4.38 2.90 -3.94  C75 1.570, O77 1.462, H84 1.090, H85 1.090
77 O -5.24 3.08 -5.10  C76 1.462, C78 1.462
78 C -5.39 4.42 -5.67  O77 1.462, H86 1.090, H87 1.090, H88 1.090
79 N -3.20 1.05 -2.79  C75 1.434, H89 1.010, H90 1.010
80 H -6.19 0.98 -4.25  C74 1.090
81 H -5.62 0.35 -2.54  C74 1.090
82 H -5.29 -0.33 -4.16  C74 1.090
83 H -3.68 1.04 -4.74  C75 1.090
84 H -3.41 3.33 -4.18  C76 1.090
85 H -4.80 3.32 -3.02  C76 1.090
86 H -5.67 5.20 -4.95  C78 1.090
87 H -5.96 4.60 -6.58  C78 1.090
88 H -4.41 4.70 -6.06  C78 1.090
89 H -3.56 1.26 -1.87  N79 1.010
90 H -2.33 1.56 -2.92  N79 1.010
91 C 2.64 3.60 4.20  C92 1.510, H97 1.090, H98 1.090, H99 1.090
92 C 2.94 2.49 3.21  C91 1.510, C93 1.527, N96 1.465, H100 1.090
93 C 3.62 3.02 1.95  C92 1.527, O94 1.476, H101 1.090, H102 1.090
94 O 2.62 3.59 1.02  C93 1.476, C95 1.487
95 C 3.15 4.18 -0.23  O94 1.487, H103 1.090, H104 1.090, H105 1.090
96 N 3.77 1.46 3.83  C92 1.465, H106 1.010, H107 1.010
97 H 2.16 4.49 3.78  C91 1.090
98 H 3.49 4.08 4.68  C91 1.090
99 H 2.05 3.27 5.05  C91 1.090
100 H 1.93 2.23 2.91  C92 1.090
101 H 4.01 2.08 1.55  C93 1.090
102 H 4.37 3.79 2.15  C93 1.090
103 H 3.92 4.87 0.11  C95 1.090
104 H 2.39 4.72 -0.79  C95 1.090
105 H 3.60 3.36 -0.78  C95 1.090
106 H 4.46 1.94 4.39  N96 1.010
107 H 3.22 1.04 4.58  N96 1.010
108 C 2.91 -2.56 4.20  C109 1.535, H114 1.090, H115 1.090, H116 1.090
109 C 1.61 -2.96 4.92  C108 1.535, C110 1.515, N113 1.450, H117 1.090
110 C 1.14 -4.38 4.69  C109 1.515, O111 1.474, H118 1.090, H119 1.090
111 O -0.20 -4.58 5.27  C110 1.474, C112 1.416
112 C -1.09 -5.53 4.72  O111 1.416, H120 1.090, H121 1.090, H122 1.090
113 N 1.90 -2.70 6.32  C109 1.450, H123 1.010, H124 1.010
114 H 3.06 -1.48 4.16  C108 1.090
115 H 2.85 -2.92 3.18  C108 1.090
116 H 3.76 -3.04 4.67  C108 1.090
117 H 0.87 -2.27 4.53  C109 1.090
118 H 1.86 -4.91 5.31  C110 1.090
119 H 1.11 -4.69 3.64  C110 1.090
120 H -1.47 -5.29 3.73  C112 1.090
121 H -2.06 -5.54 5.23  C112 1.090
122 H -0.65 -6.53 4.72  C112 1.090
123 H 2.32 -3.53 6.70  N113 1.010
124 H 1.00 -2.73 6.77  N113 1.010
125 C -1.11 4.80 2.19  C126 1.548, H131 1.090, H132 1.090, H133 1.090
126 C -1.07 3.68 1.13  C125 1.548, C127 1.548, N130 1.487, H134 1.090
127 C -2.40 3.60 0.33  C126 1.548, O128 1.386, H135 1.090, H136 1.090
128 O -3.54 3.81 1.10  C127 1.386, C129 1.409
129 C -4.34 2.66 1.01  O128 1.409, H137 1.090, H138 1.090, H139 1.090
130 N 0.08 3.73 0.19  C126 1.487, H140 1.010, H141 1.010
131 H -1.85 4.62 2.97  C125 1.090
132 H -1.37 5.82 1.87  C125 1.090
133 H -0.25 4.78 2.86  C125 1.090
134 H -1.14 2.69 1.59  C126 1.090
135 H -2.29 2.63 -0.15  C127 1.090
136 H -2.64 4.36 -0.41  C127 1.090
137 H -5.34 2.87 1.37  C129 1.090
138 H -3.91 1.76 1.47  C129 1.090
139 H -4.66 2.44 -0.01  C129 1.090
140 H -0.13 3.13 -0.60  N130 1.010
141 H 0.97 3.41 0.56  N130 1.010
142 C -0.71 -5.39 0.92  C143 1.468, H148 1.090, H149 1.090, H150 1.090
143 C -2.10 -5.01 0.66  C142 1.468, C144 1.521, N147 1.408, H151 1.090
144 C -2.33 -3.57 0.24  C143 1.521, O145 1.433, H152 1.090, H153 1.090
145 O -3.61 -3.34 -0.38  C144 1.433, C146 1.462
146 C -3.73 -1.93 -0.75  O145 1.462, H154 1.090, H155 1.090, H156 1.090
147 N -2.47 -5.86 -0.40  C143 1.408, H157 1.010, H158 1.010
148 H -0.43 -6.34 1.38  C142 1.090
149 H -0.17 -4.68 1.55  C142 1.090
150 H -0.09 -5.30 0.03  C142 1.090
151 H -2.76 -5.02 1.53  C143 1.090
152 H -1.71 -3.16 -0.56  C144 1.090
153 H -2.17 -3.05 1.18  C144 1.090
154 H -3.46 -1.17 -0.02  C146 1.090
155 H -4.73 -1.74 -1.14  C146 1.090
156 H -3.13 -1.69 -1.63  C146 1.090
157 H -2.00 -5.59 -1.25  N147 1.010
158 H -3.44 -5.64 -0.58  N147 1.010

Output
- ΔE to the lowest compared entry with this formula, charge and spin: 165.1 kcal/mol
- Electronic energy: -3310.6965 hartree
- HOMO energy: -8.2 eV
- Gap between HOMO and LUMO: 8.4 eV
- Strongest force on any atom: 7.5 eV/A


2.
The following is a DFT calculation (ωB97M-V/def2-TZVPD) of an isolated ion of composition C4H13N2O and charge +1 in a non-equilibrium geometry.

Bonds (Å) are listed after each position.
Atoms and positions in Å:
1 N -2.68 -0.40 0.11  C2 1.536, H8 0.991, H9 1.032
2 C -1.73 0.48 0.94  N1 1.536, C3 1.494, H10 1.163, H11 1.081
3 C -0.27 0.17 0.99  C2 1.494, C4 1.558, H12 1.174, H13 1.168
4 C 0.64 0.45 -0.24  C3 1.558, N5 1.537, C6 1.657, H14 1.150
5 N 0.19 -0.63 -1.24  C4 1.537, H15 1.048, H16 1.123, H17 1.074
6 C 2.24 0.07 -0.05  C4 1.657, O7 1.382, H18 1.141, H19 1.103
7 O 2.93 0.42 -1.19  C6 1.382, H20 0.971
8 H -2.99 -1.18 0.65  N1 0.991
9 H -3.46 0.12 -0.32  N1 1.032
10 H -2.05 0.45 2.06  C2 1.163
11 H -1.97 1.50 0.65  C2 1.081
12 H -0.27 -0.99 0.80  C3 1.174
13 H 0.21 0.12 2.05  C3 1.168
14 H 0.45 1.33 -0.95  C4 1.150
15 H -0.85 -0.65 -1.12  N5 1.048
16 H 0.69 -1.60 -0.98  N5 1.123
17 H 0.65 -0.47 -2.19  N5 1.074
18 H 2.33 -1.04 0.18  C6 1.141
19 H 2.62 0.57 0.86  C6 1.103
20 H 3.34 1.27 -1.00  O7 0.971

Output
- ΔE to the lowest compared entry with this formula, charge and spin: 76.1 kcal/mol
- Electronic energy: -344.6455 hartree
- HOMO energy: -13.6 eV
- Net charge: +1
- Gap between HOMO and LUMO: 10.6 eV
- Strongest force on any atom: 4.5 eV/A


3.
The following is a DFT calculation (ωB97M-V/def2-TZVPD) of a 5-piece molecular cluster, C38H74F3O2PS overall in a non-equilibrium geometry.

Bonds (Å) are listed after each position.
Atoms and positions in Å:
1 C -3.73 1.00 1.00  C2 1.593, H22 1.135, H23 1.138, H24 1.150
2 C -3.86 -0.58 0.90  C1 1.593, C3 1.632, C4 1.600, H25 1.150
3 C -3.64 -1.13 -0.62  C2 1.632, H26 1.134, H27 1.135, H28 1.146
4 C -2.99 -1.40 1.96  C2 1.600, C5 1.596, H29 1.150, H30 1.140
5 C -1.61 -0.72 2.37  C4 1.596, C6 1.584, H31 1.136, H32 1.150
6 C -0.52 -0.66 1.22  C5 1.584, C7 1.404, C20 1.605
7 C 0.09 -1.76 0.59  C6 1.404, P8 1.878, C10 1.603
8 P -0.36 -3.52 1.03  C7 1.878, S9 1.976, H33 1.444, H34 1.428
9 S -1.27 -4.28 -0.55  P8 1.976
10 C 1.20 -1.46 -0.53  C7 1.603, O11 1.236, C12 1.602
11 O 2.27 -2.07 -0.60  C10 1.236
12 C 0.82 -0.25 -1.52  C10 1.602, C13 1.421, H35 1.133
13 C 0.19 0.85 -0.89  C12 1.421, C14 1.595, C20 1.604
14 C -0.27 2.08 -1.80  C13 1.595, C15 1.620, H36 1.133, H37 1.146
15 C -1.06 1.43 -3.05  C14 1.620, C16 1.583, H38 1.146, H39 1.134
16 C -2.27 2.31 -3.57  C15 1.583, F17 1.393, F18 1.424, F19 1.422
17 F -2.02 3.68 -3.52  C16 1.393
18 F -3.40 1.94 -2.79  C16 1.424
19 F -2.57 1.88 -4.89  C16 1.422
20 C -0.07 0.78 0.69  C6 1.605, C13 1.604, O21 1.238
21 O 0.04 1.75 1.45  C20 1.238
22 H -2.67 1.41 0.92  C1 1.135
23 H -4.22 1.46 1.92  C1 1.138
24 H -4.30 1.43 0.10  C1 1.150
25 H -4.96 -0.83 1.13  C2 1.150
26 H -2.86 -1.95 -0.55  C3 1.134
27 H -3.31 -0.23 -1.24  C3 1.135
28 H -4.65 -1.50 -1.02  C3 1.146
29 H -3.62 -1.46 2.92  C4 1.150
30 H -2.90 -2.48 1.60  C4 1.140
31 H -1.79 0.31 2.82  C5 1.136
32 H -1.16 -1.37 3.21  C5 1.150
33 H 0.88 -4.27 1.16  P8 1.444
34 H -1.19 -3.61 2.19  P8 1.428
35 H 1.04 -0.27 -2.63  C12 1.133
36 H 0.64 2.68 -2.12  C14 1.133
37 H -0.99 2.77 -1.24  C14 1.146
38 H -1.51 0.42 -2.73  C15 1.146
39 H -0.28 1.20 -3.84  C15 1.134
40 C -5.11 -0.03 -3.95  C41 1.523, H46 1.093, H47 1.093, H48 1.088
41 C -4.78 -1.50 -4.15  C40 1.523, C42 1.529, H49 1.095, H50 1.096
42 C -4.61 -1.88 -5.62  C41 1.529, C43 1.531, H51 1.095, H52 1.096
43 C -5.86 -1.70 -6.49  C42 1.531, C44 1.529, H53 1.096, H54 1.095
44 C -7.10 -2.46 -6.02  C43 1.529, C45 1.523, H55 1.095, H56 1.094
45 C -6.91 -3.97 -6.02  C44 1.523, H57 1.093, H58 1.093, H59 1.092
46 H -6.06 0.24 -4.41  C40 1.093
47 H -5.19 0.20 -2.88  C40 1.093
48 H -4.33 0.61 -4.37  C40 1.088
49 H -5.54 -2.12 -3.68  C41 1.095
50 H -3.84 -1.72 -3.63  C41 1.096
51 H -4.28 -2.92 -5.68  C42 1.095
52 H -3.80 -1.28 -6.06  C42 1.096
53 H -5.62 -2.01 -7.51  C43 1.096
54 H -6.11 -0.63 -6.55  C43 1.095
55 H -7.93 -2.21 -6.68  C44 1.095
56 H -7.39 -2.14 -5.01  C44 1.094
57 H -6.66 -4.33 -7.03  C45 1.093
58 H -7.83 -4.47 -5.71  C45 1.093
59 H -6.11 -4.29 -5.34  C45 1.092
60 C -0.49 2.89 4.44  C61 1.523, H66 1.093, H67 1.093, H68 1.091
61 C 0.32 3.10 5.71  C60 1.523, C62 1.529, H69 1.095, H70 1.095
62 C 0.77 1.80 6.36  C61 1.529, C63 1.532, H71 1.095, H72 1.096
63 C -0.36 0.88 6.84  C62 1.532, C64 1.529, H73 1.096, H74 1.095
64 C -1.33 1.51 7.84  C63 1.529, C65 1.523, H75 1.095, H76 1.093
65 C -0.67 1.92 9.15  C64 1.523, H77 1.093, H78 1.093, H79 1.092
66 H -1.42 2.34 4.64  C60 1.093
67 H -0.77 3.85 4.00  C60 1.093
68 H 0.08 2.33 3.70  C60 1.091
69 H -0.26 3.70 6.42  C61 1.095
70 H 1.21 3.69 5.46  C61 1.095
71 H 1.43 2.03 7.21  C62 1.095
72 H 1.39 1.24 5.65  C62 1.096
73 H 0.09 -0.01 7.29  C63 1.096
74 H -0.93 0.52 5.98  C63 1.095
75 H -2.12 0.78 8.06  C64 1.095
76 H -1.83 2.37 7.40  C64 1.093
77 H -0.20 1.06 9.63  C65 1.093
78 H -1.41 2.33 9.84  C65 1.093
79 H 0.10 2.68 8.99  C65 1.092
80 C 6.83 -5.89 2.85  C81 1.523, H86 1.092, H87 1.093, H88 1.093
81 C 5.66 -5.17 3.50  C80 1.523, C82 1.529, H89 1.094, H90 1.095
82 C 4.36 -5.29 2.70  C81 1.529, C83 1.532, H91 1.095, H92 1.096
83 C 4.39 -4.66 1.31  C82 1.532, C84 1.529, H93 1.096, H94 1.095
84 C 4.75 -3.18 1.26  C83 1.529, C85 1.522, H95 1.094, H96 1.094
85 C 3.75 -2.30 1.99  C84 1.522, H97 1.091, H98 1.093, H99 1.093
86 H 7.07 -5.46 1.87  C80 1.092
87 H 7.72 -5.80 3.48  C80 1.093
88 H 6.61 -6.95 2.72  C80 1.093
89 H 5.91 -4.12 3.67  C81 1.094
90 H 5.49 -5.60 4.50  C81 1.095
91 H 3.55 -4.83 3.28  C82 1.095
92 H 4.10 -6.35 2.60  C82 1.096
93 H 3.41 -4.80 0.84  C83 1.096
94 H 5.10 -5.21 0.68  C83 1.095
95 H 4.80 -2.86 0.22  C84 1.094
96 H 5.75 -3.01 1.68  C84 1.094
97 H 2.75 -2.41 1.57  C85 1.091
98 H 4.03 -1.25 1.90  C85 1.093
99 H 3.70 -2.54 3.06  C85 1.093
100 C 4.83 6.49 -1.74  C101 1.523, H106 1.092, H107 1.093, H108 1.093
101 C 5.19 5.02 -1.95  C100 1.523, C102 1.529, H109 1.095, H110 1.095
102 C 5.37 4.66 -3.43  C101 1.529, C103 1.532, H111 1.095, H112 1.096
103 C 4.12 4.82 -4.30  C102 1.532, C104 1.529, H113 1.096, H114 1.095
104 C 2.89 4.04 -3.83  C103 1.529, C105 1.523, H115 1.095, H116 1.094
105 C 3.11 2.53 -3.85  C104 1.523, H117 1.093, H118 1.094, H119 1.092
106 H 3.88 6.74 -2.20  C100 1.092
107 H 4.75 6.70 -0.67  C100 1.093
108 H 5.61 7.14 -2.15  C100 1.093
109 H 4.43 4.39 -1.49  C101 1.095
110 H 6.13 4.81 -1.43  C101 1.095
111 H 5.72 3.62 -3.49  C102 1.095
112 H 6.17 5.27 -3.85  C102 1.096
113 H 4.37 4.53 -5.32  C103 1.096
114 H 3.85 5.89 -4.35  C103 1.095
115 H 2.06 4.28 -4.50  C104 1.095
116 H 2.59 4.35 -2.83  C104 1.094
117 H 3.37 2.18 -4.86  C105 1.093
118 H 2.19 2.01 -3.55  C105 1.094
119 H 3.90 2.22 -3.17  C105 1.092

Output
- ΔE to the lowest compared entry with this formula, charge and spin: 91.6 kcal/mol
- Electronic energy: -2681.7880 hartree
- HOMO energy: -8.8 eV
- Gap between HOMO and LUMO: 7.3 eV
- Strongest force on any atom: 3.5 eV/A


4.
The following is a DFT calculation (ωB97M-V/def2-TZVPD) of a 2-piece molecular cluster, C5H15NOS overall in a non-equilibrium geometry.

Bonds (Å) are listed after each position.
Atoms and positions in Å:
1 C 0.90 0.94 2.38  C2 1.536, H8 1.086, H9 1.097, H10 1.094
2 C -0.01 0.33 1.31  C1 1.536, C3 1.538, H11 1.082, H12 1.095
3 C -0.48 1.40 0.31  C2 1.538, N4 1.476, H13 1.099, H14 1.095
4 N -1.23 0.85 -0.84  C3 1.476, C5 1.469, H15 1.011
5 C -0.45 0.02 -1.76  N4 1.469, C6 1.510, H16 1.090, H17 1.096
6 C -0.84 -1.44 -1.75  C5 1.510, S7 1.816, H18 1.091, H19 1.094
7 S -2.53 -1.92 -2.19  C6 1.816, H20 1.335
8 H 1.13 0.21 3.14  C1 1.086
9 H 1.76 1.39 1.87  C1 1.097
10 H 0.48 1.79 2.92  C1 1.094
11 H 0.50 -0.49 0.81  C2 1.082
12 H -0.93 0.05 1.85  C2 1.095
13 H 0.35 2.02 -0.05  C3 1.099
14 H -1.11 2.19 0.73  C3 1.095
15 H -2.02 0.40 -0.40  N4 1.011
16 H 0.61 0.17 -1.57  C5 1.090
17 H -0.63 0.48 -2.74  C5 1.096
18 H -0.18 -2.01 -2.41  C6 1.091
19 H -0.57 -1.86 -0.77  C6 1.094
20 H -3.15 -1.54 -1.07  S7 1.335
21 O 2.73 -1.00 -0.23  H22 0.959, H23 0.925
22 H 3.12 -1.75 0.21  O21 0.959
23 H 2.55 -0.23 0.26  O21 0.925

Output
- ΔE to the lowest compared entry with this formula, charge and spin: 23.5 kcal/mol
- Electronic energy: -727.6483 hartree
- HOMO energy: -8.5 eV
- Gap between HOMO and LUMO: 9.2 eV
- Strongest force on any atom: 3.0 eV/A